<P>
DFT (ωB97M-V/def2-TZVPD) results for a cluster of 2 separate species, C3H8S2 in total.

Geometry as ORCA input:
```
! RIJCOSX wB97M-V def2-TZVPD def2/J DEFGRID3
* xyz 0 1
C -0.3831 0.9698 -0.9019
C -0.8514 -0.2703 -0.8229
C -1.7763 -0.6661 0.2698
H 0.4874 1.3710 -1.4064
H -0.7606 1.6396 -0.1338
H -0.7039 -1.0035 -1.6095
H -2.8198 -0.6895 -0.0331
H -1.6037 -0.1530 1.2083
H -1.6142 -1.7345 0.4631
S 3.2307 -0.2550 0.1119
S 2.0892 0.6331 1.6201
H 2.9064 -1.5224 0.3917
H 1.7992 1.6809 0.8427
*
```

Values from the calculation:
HOMO energy = -8.7 eV
SMILES = C=CC.SS
orbital gap = 8.956 eV

Atomic partial charges in e from the Mulliken method, atoms 1 to 2: -0.91, 0.14

---

<Q>
DFT (ωB97M-V/def2-TZVPD) results for a cluster of 2 separate species, C3H8S2 in total.

Geometry as ORCA input:
```
! RIJCOSX wB97M-V def2-TZVPD def2/J DEFGRID3
* xyz 0 1
C -2.2815 1.7898 -2.3951
C -2.7712 0.7166 -2.9856
C -2.5742 0.4767 -4.4593
H -2.4864 2.1029 -1.3793
H -1.7802 2.5597 -2.9797
H -3.4763 0.0820 -2.4596
H -2.7599 1.3612 -5.0755
H -1.5120 0.3156 -4.6328
H -3.0776 -0.3910 -4.8707
S 1.5638 -1.1258 1.4383
S 2.0028 -0.2188 3.2156
H 1.9878 -2.3578 1.7376
H 0.8780 -0.5289 3.8771
*
```

Values from the calculation:
HOMO energy = -9.6 eV
SMILES = C=CC.SS
orbital gap = 9.997 eV

Atomic partial charges in e from the Mulliken method, atoms 1 to 2: -0.78, 0.10

---

<Q> has the most favorable energy; the next structure is 0.291 eV above.

---

<P>
DFT (ωB97M-V/def2-TZVPD) results for a cluster of 2 separate species, C3H8S2 in total.

Geometry as ORCA input:
```
! RIJCOSX wB97M-V def2-TZVPD def2/J DEFGRID3
* xyz 0 1
C 2.1651 0.0421 2.3480
C 0.9974 0.6383 2.4969
H 3.1170 0.5335 2.5380
H 2.3031 -0.9810 2.0221
H 0.8687 1.6763 2.7869
H 0.0721 0.0861 2.3870
C -0.9007 0.4352 -1.4985
S -2.2560 0.1049 -2.5725
S -2.6719 -1.9322 -2.8655
H -1.0645 1.4600 -1.1446
H 0.0956 0.4258 -1.9613
H -0.8165 -0.1929 -0.6082
H -1.9094 -2.2961 -3.9285
*
```

Values from the calculation:
HOMO energy = -9.1 eV
SMILES = C=C.CSS
orbital gap = 9.655 eV

Atomic partial charges in e from the Mulliken method, atoms 1 to 2: -0.44, -0.45

---

<Q>
DFT (ωB97M-V/def2-TZVPD) results for a cluster of 2 separate species, C3H8S2 in total.

Geometry as ORCA input:
```
! RIJCOSX wB97M-V def2-TZVPD def2/J DEFGRID3
* xyz 0 1
C 1.5767 0.5813 1.2089
C 0.6519 0.0269 2.0689
H 2.5899 0.3960 1.7560
H 1.3170 1.1888 0.2628
H 1.0616 -0.8660 2.7431
H -0.3057 0.3438 2.4778
C -1.4504 0.3357 -0.5757
S -0.0229 0.0206 -1.7744
S -0.8729 -1.5222 -3.0161
H -2.2421 0.4316 -1.3767
H -1.3657 -0.3523 0.1365
H -1.2063 1.3540 -0.3624
H 0.2690 -1.9380 -3.5487
*
```

Values from the calculation:
HOMO energy = -8.2 eV
SMILES = C=C.CSS
orbital gap = 8.632 eV

Atomic partial charges in e from the Mulliken method, atoms 1 to 2: -0.33, -0.49

---

<P> has the most favorable energy; the next structure is 2.028 eV above.

---

<P>
DFT (ωB97M-V/def2-TZVPD) results for an isolated molecule of C20H31N3O4S.

Geometry as ORCA input:
```
! RIJCOSX wB97M-V def2-TZVPD def2/J DEFGRID3
* xyz 0 1
C 0.3313 2.3312 -1.9884
C 1.6567 3.0754 -1.9704
O 2.6283 2.3558 -1.2032
C 2.9760 2.8470 -0.0189
O 2.5850 3.8826 0.4469
C 3.9418 1.9060 0.6911
C 3.1299 1.0534 1.6120
C 2.9421 1.2553 2.9424
S 1.8927 0.0558 3.5996
C 1.7793 -0.6396 1.9853
N 1.0150 -1.7557 1.7939
C 0.4628 -2.2622 0.6412
O -0.2231 -3.2581 0.7017
C 0.6758 -1.4907 -0.6538
N -0.6408 -1.2795 -1.2296
C -1.4923 -0.4036 -0.6341
O -1.1243 0.3691 0.2280
C -2.9193 -0.4770 -1.1454
C -3.5774 0.9016 -1.1209
C -5.0431 0.8103 -1.5308
C -5.8140 -0.1472 -0.6215
C -7.2794 -0.2346 -1.0381
C -5.1528 -1.5255 -0.6565
C -3.6909 -1.4391 -0.2317
C 1.5872 -2.2533 -1.6240
C 2.8994 -2.6152 -0.9338
C 1.8495 -1.3979 -2.8597
N 2.4724 -0.0211 1.0972
H 0.4490 1.3573 -2.4561
H -0.3985 2.9086 -2.5493
H -0.0370 2.1841 -0.9759
H 1.5370 4.0717 -1.5338
H 2.0718 3.1616 -2.9787
H 4.6585 2.4969 1.2590
H 4.4400 1.2784 -0.0461
H 3.3496 2.0239 3.5654
H 0.7079 -2.2284 2.6378
H 1.1033 -0.5101 -0.4336
H -1.0313 -2.0575 -1.7403
H -2.9227 -0.8690 -2.1682
H -3.4930 1.3076 -0.1116
H -3.0402 1.5733 -1.7941
H -5.4957 1.8030 -1.4891
H -5.1111 0.4568 -2.5631
H -5.7639 0.2341 0.4044
H -7.3642 -0.6109 -2.0557
H -7.8258 -0.9052 -0.3786
H -7.7483 0.7458 -0.9958
H -5.6852 -2.2087 0.0084
H -5.2158 -1.9295 -1.6702
H -3.6287 -1.0691 0.7941
H -3.2307 -2.4302 -0.2560
H 1.0741 -3.1763 -1.9191
H 3.3643 -1.7206 -0.5283
H 3.5810 -3.0775 -1.6437
H 2.7272 -3.3158 -0.1199
H 2.4566 -1.9459 -3.5763
H 2.3800 -0.4920 -2.5757
H 0.9158 -1.1184 -3.3422
*
```

Values from the calculation:
HOMO energy = -8.6 eV
SMILES = CCOC(=O)Cc1csc(NC(=O)[C@H](NC(=O)[C@H]2CC[C@H](C)CC2)C(C)C)n1
orbital gap = 9.230 eV

Atomic partial charges in e from the Mulliken method, atoms 1 to 2: -0.57, -0.66

---

<Q>
DFT (ωB97M-V/def2-TZVPD) results for a structure of composition C20H31N3O4S.

Geometry as ORCA input:
```
! RIJCOSX wB97M-V def2-TZVPD def2/J DEFGRID3
* xyz 0 1
C -5.9643 -3.0121 0.1849
C -6.1825 -1.5747 0.4186
H -5.8940 -1.2202 1.4228
H -7.3495 -1.3875 0.2769
O -5.5757 -0.9075 -0.6289
C -5.8224 0.4959 -0.2902
O -6.5916 0.9608 0.6329
C -4.9071 1.3696 -1.4310
C -3.7391 1.8664 -0.6507
C -3.6640 2.6475 0.4951
S -2.1651 3.1817 1.1101
C -1.6403 2.0075 -0.2677
N -2.4278 1.2222 -1.0324
N -0.1771 1.7507 -0.2849
C 0.7193 2.1812 0.3855
O 0.3671 2.8865 1.5697
C 2.1958 1.5921 0.2301
N 2.2822 0.3208 0.6954
C 2.0016 -0.5527 -0.2063
O 1.3130 -0.4326 -1.0976
C 2.1270 -2.0445 0.3260
C 2.9833 -2.6943 -0.3907
C 3.3304 -4.1036 -0.0112
C 1.9480 -4.9108 0.2424
C 1.0850 -4.0533 0.7908
C 0.9306 -2.7723 0.5477
H 0.3611 -2.9884 -0.4163
H 0.2349 -2.1070 1.2302
H 0.0533 -4.7839 1.2214
H 1.5741 -4.2448 2.0988
H 1.5436 -4.9169 -0.9607
H 2.1575 -6.0022 0.3001
H 4.0165 -4.6974 -0.7538
H 3.8213 -4.3266 0.8786
H 2.6045 -2.8659 -1.5302
H 4.0952 -2.0563 -0.5890
H 2.6821 -1.9535 1.2252
H 2.6709 0.2419 1.8117
H 2.2521 1.7856 -0.8954
C 3.0847 2.7865 0.9297
H 2.8708 2.9290 1.9461
C 3.4585 3.9501 0.2273
C 4.3078 3.4311 -1.2140
H 3.7607 2.7391 -1.9064
H 4.6383 4.4223 -1.8459
H 5.4366 2.8292 -0.9705
C 2.4676 4.6062 -0.3662
H 2.8399 5.4988 -0.8320
H 1.8091 5.0449 0.3595
H 1.6283 4.2498 -1.0729
H 4.2694 4.5449 0.5740
H 4.1236 2.1149 0.9871
H 0.2734 1.0299 -1.1165
H -4.4897 3.0625 1.0629
H -4.4359 0.6257 -1.9945
H -5.4099 2.2890 -1.4945
H -4.9725 -3.2523 0.1414
H -6.6393 -3.6600 0.8297
H -6.2719 -3.1431 -0.9019
*
```

Values from the calculation:
HOMO energy = -8.4 eV
orbital gap = 8.663 eV

Atomic partial charges in e from the Mulliken method, atoms 1 to 2: -1.24, -0.08

---

<P> has the most favorable energy; the next structure is 19.577 eV above.

---

<P>
DFT (ωB97M-V/def2-TZVPD) results for an isolated molecule of C7H13NO2S.

Geometry as ORCA input:
```
! RIJCOSX wB97M-V def2-TZVPD def2/J DEFGRID3
* xyz 0 1
C 1.7677 1.6835 -2.5848
C 1.2964 0.8925 -1.8325
C 0.4307 -0.0435 -1.0758
N -0.9587 0.1111 -1.6320
C 0.3165 0.4502 0.5619
C -0.8543 1.3521 0.8872
C 1.6974 0.6528 1.1236
S -0.1079 -1.3124 1.2221
C -1.6175 -1.8841 0.4467
O 0.8402 -2.3142 0.8205
O -0.4938 -1.1318 2.5929
H 2.3531 2.3133 -3.1740
H 0.8915 -1.0242 -1.0308
H -0.9226 0.5887 -2.6109
H -1.3691 -0.8550 -1.5885
H -1.3414 0.8653 1.7458
H -0.5812 2.3823 1.2270
H -1.4454 1.3623 -0.0946
H 2.3178 0.0524 0.4831
H 1.7141 0.2277 2.2078
H 1.8082 1.7399 1.1891
H -1.9872 -2.6794 1.2321
H -2.1846 -1.0187 0.4042
H -1.5699 -2.4106 -0.5201
*
```

Values from the calculation:
HOMO energy = -9.7 eV
SMILES = C#C[C@H](N)C(C)(C)S(C)(=O)=O
orbital gap = 10.356 eV

Atomic partial charges in e from the Mulliken method, atoms 1 to 2: 0.39, -1.51

---

<Q>
DFT (ωB97M-V/def2-TZVPD) results for an isolated molecule of C7H13NO2S.

Geometry as ORCA input:
```
! RIJCOSX wB97M-V def2-TZVPD def2/J DEFGRID3
* xyz 0 1
C -0.2828 1.6023 0.6233
C -0.1539 0.3910 0.0877
N -0.5267 0.5103 -1.3489
C 0.2609 1.0001 -2.3524
O -0.0321 0.8735 -3.5469
C 1.5152 1.6972 -1.8642
S 1.2323 3.3844 -2.4371
O 1.3406 3.2209 -4.1111
C 0.1153 -0.9292 0.7834
C -0.5406 -0.9340 2.0965
C -0.2498 -2.1693 -0.1318
H -0.4987 2.2897 -0.1435
H -0.1208 1.8366 1.6029
H -1.1698 -0.1564 -1.7376
H 1.4595 1.7694 -0.7755
H 2.4328 1.2487 -2.3151
H 0.6603 2.4328 -4.3920
H 1.1911 -1.1584 0.9643
H -1.4641 -0.5009 2.1470
H 0.0494 -0.1552 2.7684
H -0.4110 -1.9545 2.5430
H 0.4258 -2.3196 -0.9992
H -1.2738 -2.1675 -0.6307
H -0.1425 -3.0616 0.5225
*
```

Values from the calculation:
HOMO energy = -8.4 eV
SMILES = C=C(NC(=O)CSO)C(C)C
orbital gap = 8.971 eV

Atomic partial charges in e from the Mulliken method, atoms 1 to 2: -1.36, 0.28

---

<Q> has the most favorable energy; the next structure is 1.997 eV above.

---

<P>
DFT (ωB97M-V/def2-TZVPD) results for an isolated molecule of C7H12N2O2S.

Geometry as ORCA input:
```
! RIJCOSX wB97M-V def2-TZVPD def2/J DEFGRID3
* xyz 0 1
C 1.2307 -2.0773 -0.8508
C 1.1643 -0.5296 -1.2128
C 1.1699 0.2446 0.0695
C 1.8375 1.6132 -0.1384
O 0.8453 2.6490 -0.3089
C -0.3369 2.0024 0.0772
O -1.5146 2.4085 0.2099
N -0.1180 0.6621 0.4141
C -0.9060 -0.1311 1.3654
C -2.1772 -0.6717 0.7426
N -2.9560 0.0886 -0.1444
S -2.9291 -1.9475 1.4476
H 2.0978 -2.1689 -0.0764
H 0.4115 -2.4583 -0.3345
H 1.3817 -2.6703 -1.7369
H 0.3096 -0.2353 -1.8732
H 2.1031 -0.4284 -1.8388
H 1.7816 -0.3014 0.8591
H 2.6745 1.5999 -0.8703
H 2.2515 1.8893 0.8445
H -1.2437 0.6239 2.0410
H -0.4471 -0.9305 1.9362
H -3.9781 -0.2987 -0.2002
H -2.6523 1.0677 -0.4219
*
```

Values from the calculation:
HOMO energy = -8.4 eV
SMILES = CC[C@H]1COC(=O)N1CC(N)=S
orbital gap = 8.839 eV

Atomic partial charges in e from the Mulliken method, atoms 1 to 2: -1.16, -0.48

---

<Q>
DFT (ωB97M-V/def2-TZVPD) results for an isolated molecule of C7H12N2O2S.

Geometry as ORCA input:
```
! RIJCOSX wB97M-V def2-TZVPD def2/J DEFGRID3
* xyz 0 1
C -3.4520 -1.2139 1.2246
C -0.8332 0.1767 -0.9140
C -4.0506 0.0240 1.7817
C 0.7869 -1.5086 -1.6614
C 1.5306 0.1318 0.2307
C 1.0892 0.9685 -2.1131
C 0.6476 -0.0491 -1.1057
N -2.3818 -1.1312 0.5024
N -1.3572 -0.4267 0.2229
O -1.4965 0.9507 -1.5922
O -5.2390 -2.3515 2.5602
S -4.2395 -2.6986 1.5716
H -4.4587 0.7561 0.9798
H -3.2550 0.5751 2.2147
H -4.6153 -0.2751 2.6841
H 0.3720 -1.6407 -2.6698
H 1.9456 -1.8992 -1.7501
H 0.2905 -2.3369 -0.9566
H 1.0636 1.0608 0.5786
H 2.5931 0.1459 -0.0389
H 1.3815 -0.7407 0.9137
H 1.1305 1.8412 -1.4514
H 0.4727 1.1037 -3.0014
H 2.1628 0.7306 -2.3219
*
```

Values from the calculation:
HOMO energy (spin up / spin down) = -8.6 / -8.6 eV
orbital gap (spin up / spin down) = 6.943 / 7.520 eV

Atomic partial charges in e from the Mulliken method, atoms 1 to 2: 0.47, 0.15

---

<P> has the most favorable energy; the next structure is 3.885 eV above.